{
  "formula": "C38H77F7N11O12S5",
  "method": "wB97M-V/def2-TZVPD",
  "largest_force_ev_per_a": 6.093,
  "e_homo_ev": -14.266,
  "total_charge": 3,
  "gap_ha": 0.29049,
  "species": ["C", "F", "F", "F", "S", "O", "O", "O", "C", "C", "N", "C", "C", "N", "C", "C", "H", "H", "H", "H", "H", "H", "H", "H", "H", "H", "H", "C", "C", "N", "C", "C", "N", "C", "C", "H", "H", "H", "H", "H", "H", "H", "H", "H", "H", "H", "C", "C", "N", "C", "C", "N", "C", "C", "H", "H", "H", "H", "H", "H", "H", "H", "H", "H", "H", "C", "C", "O", "N", "H", "H", "C", "H", "H", "H", "H", "H", "H", "C", "C", "C", "N", "C", "C", "C", "C", "C", "H", "H", "H", "H", "H", "H", "H", "H", "H", "H", "H", "H", "H", "H", "H", "H", "H", "H", "C", "C", "C", "N", "C", "C", "C", "C", "C", "H", "H", "H", "H", "H", "H", "H", "H", "H", "H", "H", "H", "H", "H", "H", "H", "H", "H", "N", "S", "O", "O", "F", "S", "O", "O", "F", "N", "S", "O", "O", "F", "S", "O", "O", "F"],
  "positions_angstrom": [[0.7489, -0.0332, -0.9015], [1.2439, 0.5128, 0.2280], [1.3352, 0.5941, -1.9292], [1.0938, -1.3148, -0.9318], [-1.1117, 0.1646, -1.0705], [-1.4815, -0.5274, -2.2907], [-1.6544, -0.3919, 0.1513], [-1.2508, 1.6202, -1.1224], [-3.8286, -1.6771, 2.8985], [-4.7194, -2.9163, 2.8681], [-4.5235, -3.7101, 1.6695], [-5.0854, -4.9452, 1.3903], [-4.6221, -5.3287, 0.1888], [-3.7180, -4.3899, -0.2573], [-3.6877, -3.4248, 0.6526], [-3.0089, -4.3932, -1.5367], [-4.0099, -1.0910, 3.7950], [-4.0800, -0.9913, 2.0825], [-2.7827, -1.9156, 2.6979], [-5.7617, -2.5914, 2.8234], [-4.5998, -3.5553, 3.7415], [-5.6980, -5.5020, 2.0779], [-4.7398, -6.2499, -0.3574], [-3.2772, -2.4321, 0.5370], [-1.9371, -4.3040, -1.3819], [-3.3975, -3.6269, -2.2019], [-3.2072, -5.3842, -1.9423], [4.2460, 4.4852, -4.4769], [3.1394, 4.3024, -5.5185], [2.0554, 3.4680, -5.0711], [1.1254, 3.8271, -4.1333], [0.3010, 2.7602, -3.9567], [0.7370, 1.7706, -4.7937], [1.8313, 2.2020, -5.4427], [0.1473, 0.4419, -4.8986], [3.8119, 4.9350, -3.5805], [5.1092, 5.0370, -4.8329], [4.5864, 3.5014, -4.1405], [3.5553, 3.9602, -6.4665], [2.7580, 5.2862, -5.8050], [1.1804, 4.8369, -3.7676], [-0.5773, 2.6667, -3.3405], [2.5126, 1.6613, -6.0784], [-0.8521, 0.3574, -4.4859], [0.7846, -0.2430, -4.3350], [0.1673, 0.0531, -5.9147], [3.9213, 6.8016, -0.6993], [2.4615, 6.9128, -1.1047], [1.6717, 5.7323, -0.7298], [1.8269, 4.4025, -1.0826], [0.8417, 3.7352, -0.4450], [0.0776, 4.6325, 0.2724], [0.6836, 5.8196, 0.1587], [-1.1134, 4.3435, 1.0745], [4.0505, 6.4806, 0.3331], [4.5161, 7.6999, -0.8572], [4.4082, 6.0823, -1.3649], [2.4108, 7.1524, -2.1687], [1.9912, 7.7907, -0.6604], [2.5337, 3.9442, -1.7490], [0.6529, 2.6759, -0.4610], [0.3480, 6.7301, 0.6281], [-1.8962, 5.0252, 0.7569], [-0.9484, 4.4137, 2.1480], [-1.3427, 3.2980, 0.8657], [-5.7625, 4.2161, -4.5086], [-5.6143, 2.7244, -4.2528], [-5.5322, 1.9080, -5.0925], [-5.3014, 2.3245, -2.8184], [-5.6677, 3.0694, -2.2266], [-5.7630, 1.4208, -2.5312], [-3.7991, 2.1793, -2.6225], [-6.4947, 4.6922, -3.8579], [-6.1138, 4.3465, -5.5284], [-4.7608, 4.6386, -4.4207], [-3.7705, 1.5985, -1.7060], [-3.3828, 3.1727, -2.4908], [-3.3745, 1.6471, -3.4655], [1.3660, 0.9049, 8.3177], [2.1482, 0.8047, 6.9906], [1.6503, 1.8169, 5.9848], [2.2655, 1.7530, 4.6037], [1.7310, 0.5158, 3.9232], [3.7809, 1.7498, 4.6782], [4.1346, 2.1125, 3.2513], [3.0927, 3.1039, 2.7327], [1.9796, 2.9928, 3.7969], [0.5336, 0.2061, 8.3497], [0.9966, 1.9267, 8.4220], [2.0184, 0.6934, 9.1601], [2.0392, -0.2144, 6.6064], [3.2143, 0.8619, 7.2142], [1.8803, 2.8244, 6.3428], [0.5631, 1.7964, 5.8980], [2.1154, 0.4686, 2.9049], [0.6499, 0.5087, 3.9887], [2.2241, -0.3204, 4.4146], [4.1130, 0.7483, 4.9376], [3.9974, 2.4848, 5.4502], [4.1812, 1.2595, 2.5703], [5.1849, 2.4150, 3.2495], [2.7357, 2.7333, 1.7740], [3.4885, 4.1138, 2.6649], [0.9410, 2.9839, 3.4589], [1.9627, 3.8820, 4.4315], [-0.0502, -7.3014, -2.1772], [0.9397, -6.3529, -1.5121], [0.6483, -6.3455, 0.0090], [1.4393, -5.3094, 0.7946], [2.8813, -5.3442, 0.3795], [0.7934, -3.9297, 0.5613], [0.5705, -3.2620, 1.8951], [0.3273, -4.4336, 2.8068], [1.2450, -5.5340, 2.3082], [0.1625, -8.3184, -1.8457], [0.0839, -7.2847, -3.2570], [-1.0823, -7.0721, -1.9163], [0.8494, -5.2894, -1.7524], [1.9697, -6.6525, -1.6809], [0.8791, -7.3219, 0.4512], [-0.3769, -6.2540, 0.3794], [3.2682, -6.3589, 0.4555], [3.4180, -4.7147, 1.0841], [3.0733, -4.9826, -0.6244], [1.4012, -3.4090, -0.1695], [-0.1962, -4.0916, 0.1279], [1.5141, -2.7506, 2.1255], [-0.1913, -2.4855, 1.9443], [0.5388, -4.1957, 3.8487], [-0.7026, -4.7946, 2.7313], [2.2266, -5.4324, 2.7647], [0.7762, -6.4915, 2.5153], [5.6362, -1.8543, -0.9246], [6.3145, -3.0551, -0.0017], [5.6398, -4.3174, -0.1101], [6.8789, -2.7035, 1.2721], [7.5456, -3.1650, -0.9905], [4.5871, -1.2919, 0.0530], [5.0035, -0.3259, 1.0389], [3.5608, -2.2472, 0.4272], [3.8041, -0.4169, -1.0539], [-6.4938, -0.0061, -2.0128], [-5.9048, -1.4269, -1.3299], [-5.6939, -2.5754, -2.1675], [-6.3944, -1.7599, -0.0208], [-4.3804, -0.9638, -0.9969], [-7.6960, -0.6429, -2.7550], [-8.6770, -1.2940, -1.9430], [-7.3717, -1.2785, -3.9883], [-8.3688, 0.7948, -3.0936]],
  "mulliken_charge": [-0.22, -0.05, -0.12, -0.08, 1.21, -0.57, -0.48, -0.57, -0.81, -0.44, 0.55, -0.71, -0.45, 0.56, -1.01, -0.47, 0.47, 0.20, 0.03, 0.32, 0.43, 0.55, 0.55, 0.69, 0.02, 0.12, 0.35, -0.64, -0.72, 0.24, -0.91, -0.84, 0.24, -0.07, -0.80, -0.12, 0.45, 0.35, 0.41, 0.36, 0.84, 0.74, 0.45, 0.19, 0.32, 0.43, -1.03, -0.44, 0.33, -1.55, -0.51, 0.38, -0.28, -0.83, 0.27, 0.40, 0.26, 0.27, 0.38, 0.85, 0.95, 0.50, 0.37, 0.33, 0.24, -1.22, 0.60, -0.38, 0.36, 0.41, 0.43, -1.07, 0.39, 0.36, 0.32, 0.25, 0.37, 0.46, -1.32, -0.14, -0.92, 0.65, -1.22, -0.65, -1.13, 0.26, -1.02, 0.34, 0.37, 0.36, 0.24, 0.37, 0.48, 0.32, 0.36, 0.41, 0.36, 0.53, 0.43, 0.25, 0.57, -0.26, 0.43, 0.61, 0.38, -1.37, -0.08, -1.28, 0.96, -1.40, 0.24, -0.21, -0.63, -0.56, 0.39, 0.40, 0.24, 0.25, 0.41, 0.65, 0.54, 0.44, 0.50, 0.39, 0.79, -1.13, 0.06, 0.33, 0.48, 0.12, 0.29, 0.32, -0.42, 1.00, -0.53, -0.56, -0.25, 0.80, -0.61, -0.34, -0.20, -0.33, 0.88, -0.60, -0.58, -0.14, 0.98, -0.54, -0.56, -0.29]
}